No. 1
80
Properties=species:S:1:pos:R:3:lowdin_charge:R:1 method="wB97M-V/def2-TZVPD" multiplicity=3 de_lowest_kcal_mol=8.3 e_homo_ha="-0.2634 / -0.2828" total_energy_ha=-4894.4642
W -0.2574 -0.0998 -0.1405 1.610
S -2.2155 -3.2008 2.6240 1.157
C -1.9454 -1.7989 3.6167 -0.442
C -2.2667 -1.6140 4.9549 -0.085
C -1.9504 -0.4005 5.5333 -0.079
C -1.3241 0.6042 4.7916 -0.055
C -1.0022 0.4185 3.4624 0.003
C -1.3209 -0.7996 2.8669 -0.272
N -1.0693 -1.1690 1.5501 -0.073
C -1.4914 -2.3910 1.2864 -0.499
C -1.3045 -2.9470 -0.0332 -0.249
C -1.7334 -4.2277 -0.3852 -0.048
C -1.5414 -4.6688 -1.6791 -0.084
C -0.9371 -3.8273 -2.6092 -0.081
C -0.5163 -2.5566 -2.2464 -0.112
C -0.6718 -2.0693 -0.9426 -0.208
H -2.7532 -2.3958 5.5224 0.109
H -2.1937 -0.2249 6.5725 0.105
H -1.0912 1.5491 5.2633 0.111
H -0.5222 1.1971 2.8879 0.090
H -2.2167 -4.8708 0.3418 0.097
H -1.8671 -5.6584 -1.9710 0.103
H -0.8015 -4.1701 -3.6279 0.102
H -0.0672 -1.9219 -3.0046 0.095
C 6.8331 1.0440 5.3168 -0.048
C 6.8630 0.4299 3.9101 -0.563
C 7.7970 -0.7887 3.9048 -0.050
C 7.4367 1.4733 2.9500 -0.072
C 5.4528 -0.0099 3.5129 -0.171
C 4.7879 -0.9607 4.2953 -0.036
C 3.5053 -1.4135 4.0079 0.025
C 2.8921 -0.8800 2.8960 -0.201
O 1.6508 -1.1300 2.3710 0.127
B 1.5181 -0.3057 1.2408 -0.532
O 2.7077 0.4212 1.0812 0.123
C 3.5342 0.0626 2.1124 -0.187
C 4.8071 0.5130 2.3919 0.068
H 7.8361 1.3620 5.6095 0.084
H 6.4764 0.3303 6.0597 0.076
H 6.1753 1.9141 5.3422 0.091
H 8.8094 -0.4887 4.1837 0.084
H 7.8338 -1.2407 2.9119 0.089
H 7.4655 -1.5510 4.6099 0.076
H 8.4392 1.7543 3.2760 0.085
H 6.8275 2.3785 2.9313 0.087
H 7.5151 1.0847 1.9329 0.085
H 5.2861 -1.3646 5.1672 0.106
H 3.0079 -2.1462 4.6287 0.121
H 5.2656 1.2544 1.7541 0.116
Se -1.7773 4.3218 1.4154 0.545
C -0.9401 2.8766 0.8865 -0.944
N -0.3858 1.8961 0.5475 -0.101
N 5.8426 -0.3022 -4.1281 0.168
C 6.7894 0.2527 -4.9555 -0.191
C 7.9648 -0.2440 -5.5065 -0.023
C 8.6823 0.6188 -6.3107 -0.091
C 8.2450 1.9300 -6.5576 -0.091
C 7.0785 2.4180 -6.0079 -0.011
C 6.3380 1.5629 -5.1913 -0.223
N 5.1551 1.7829 -4.5204 0.186
C 4.8918 0.6646 -3.9002 -0.275
C 3.7245 0.4479 -3.0557 -0.110
C 3.4453 -0.7842 -2.4633 0.023
C 2.3357 -0.9167 -1.6643 -0.108
N 1.4890 0.0947 -1.4243 -0.101
C 1.7490 1.2831 -1.9982 -0.074
C 2.8374 1.4950 -2.8099 0.035
H 5.8603 -1.2296 -3.7454 0.150
H 8.3043 -1.2540 -5.3180 0.108
H 9.6042 0.2776 -6.7624 0.101
H 8.8431 2.5669 -7.1955 0.101
H 6.7368 3.4268 -6.1940 0.113
H 4.0780 -1.6482 -2.6068 0.113
H 2.0940 -1.8551 -1.1837 0.124
H 1.0496 2.0780 -1.7756 0.116
H 3.0187 2.4646 -3.2493 0.123
O -2.4618 0.1779 -0.3550 -0.101
C -2.3001 0.6710 -1.5008 -0.451
O -1.1337 0.7602 -1.9799 -0.135
H -3.1590 1.0207 -2.0827 0.147

***

No. 2
81
Properties=species:S:1:pos:R:3:lowdin_charge:R:1 method="wB97M-V/def2-TZVPD" e_homo_ha="-0.2190 / -0.2249" total_energy_ha=-4005.6142
Ti 0.0076 2.0430 1.1505 0.710
C 3.8973 2.4169 2.9386 -0.035
C 2.5201 1.9835 2.5417 -0.292
N 1.8820 2.4388 1.4661 -0.189
N 2.4556 3.3872 0.6443 0.018
C 1.6088 4.2682 0.2142 -0.844
N 1.9930 5.1488 -0.7563 0.071
S -0.0365 4.4356 0.8276 0.687
C 1.6871 1.1664 3.3505 -0.224
C 2.0799 0.5129 4.5353 -0.019
C 1.1481 -0.1491 5.2863 -0.073
C -0.1985 -0.1616 4.8636 -0.068
C -0.5263 0.4687 3.6953 -0.170
N 0.3735 1.1141 2.9214 -0.067
H 4.2614 3.1378 2.2109 0.063
H 4.5868 1.5703 2.9692 0.077
H 3.8753 2.8838 3.9246 0.082
H 2.9781 5.1972 -0.9623 0.096
H 1.4633 6.0004 -0.8158 0.074
H 3.1194 0.5450 4.8328 0.110
H 1.4316 -0.6548 6.1996 0.103
H -0.9636 -0.6556 5.4445 0.102
H -1.5496 0.4898 3.3435 0.088
O -3.9736 2.2693 -2.6236 0.143
C -2.8458 2.1191 -3.2843 -0.503
O -2.8076 2.0259 -4.4847 0.083
C -1.5899 2.0499 -2.4710 -0.031
C -0.3097 1.9670 -2.9906 -0.542
Cl 0.1488 1.9394 -4.6128 0.879
N 0.5733 1.8229 -1.9675 0.009
N -0.0919 1.8054 -0.7942 -0.030
C -1.4081 1.9727 -1.0816 -0.137
C -2.3578 2.0035 0.0500 -0.546
O -3.5545 2.1960 -0.1031 0.119
O -1.8055 1.7676 1.2064 -0.205
C 1.9898 1.6979 -1.9898 -0.197
C 2.7576 2.4104 -2.9034 -0.048
C 4.1332 2.2522 -2.9116 -0.068
C 4.7514 1.4036 -2.0070 -0.070
C 3.9846 0.7276 -1.0706 -0.059
C 2.6111 0.8752 -1.0563 -0.050
H -3.8603 2.2782 -1.6325 0.055
H 2.2925 3.1029 -3.5858 0.087
H 4.7239 2.8093 -3.6268 0.108
H 5.8248 1.2702 -2.0323 0.106
H 4.4541 0.0806 -0.3407 0.112
H 2.0152 0.3511 -0.3245 0.080
C 0.0492 -5.9486 1.5038 -0.093
C 1.0608 -5.1295 1.0233 -0.089
C 0.8075 -3.7892 0.7733 -0.142
C -0.4612 -3.2512 0.9721 -0.354
C -1.4600 -4.0741 1.4813 -0.126
C -1.2079 -5.4144 1.7426 -0.085
Sb -0.8006 -1.1508 0.5412 1.603
C -0.4440 -1.4886 -1.5778 -0.352
C 0.8540 -1.8015 -1.9730 -0.157
C 1.1607 -2.0320 -3.3065 -0.079
C 0.1625 -1.9711 -4.2668 -0.091
C -1.1343 -1.6590 -3.8885 -0.078
C -1.4318 -1.4034 -2.5559 -0.134
C -2.9510 -1.3677 0.5158 -0.362
C -3.5490 -2.2927 -0.3410 -0.153
C -4.9265 -2.4461 -0.3569 -0.075
C -5.7235 -1.6922 0.4933 -0.079
C -5.1349 -0.7990 1.3734 -0.072
C -3.7557 -0.6411 1.3858 -0.131
H 0.2418 -6.9965 1.6946 0.101
H 2.0501 -5.5328 0.8459 0.102
H 1.6141 -3.1593 0.4164 0.079
H -2.4471 -3.6708 1.6701 0.089
H -1.9992 -6.0416 2.1344 0.103
H 1.6437 -1.8865 -1.2376 0.072
H 2.1819 -2.2574 -3.5901 0.106
H 0.3971 -2.1567 -5.3072 0.104
H -1.9201 -1.5939 -4.6310 0.111
H -2.4471 -1.1376 -2.2886 0.091
H -2.9284 -2.9101 -0.9787 0.100
H -5.3793 -3.1565 -1.0375 0.106
H -6.8000 -1.8033 0.4717 0.104
H -5.7466 -0.2067 2.0416 0.108
H -3.3257 0.0768 2.0687 0.078

***

No. 3
80
Properties=species:S:1:pos:R:3:lowdin_charge:R:1 method="wB97M-V/def2-TZVPD" multiplicity=5 de_lowest_kcal_mol=15.5 e_homo_ha="-0.2567 / -0.2582" total_energy_ha=-3753.7085
Fe 0.5393 0.4899 0.1503 0.842
O -3.8384 -1.0647 0.8187 0.044
C -3.5337 -2.2869 0.3595 -0.272
C -4.3784 -3.3487 0.6863 -0.019
C -4.0968 -4.6243 0.2501 -0.090
C -2.9789 -4.8704 -0.5366 -0.099
C -2.1379 -3.8317 -0.8725 -0.033
C -2.3960 -2.5357 -0.4287 -0.091
C -1.4462 -1.4544 -0.7136 -0.458
O -1.5762 -0.3103 -0.1486 -0.151
N -0.4806 -1.7186 -1.5689 0.049
N 0.4003 -0.7145 -1.7285 -0.052
C 0.9933 -0.5831 -2.8633 -0.092
C 1.8357 0.5183 -3.2184 -0.187
C 2.5440 0.4535 -4.4259 -0.063
C 3.3293 1.4923 -4.8677 -0.119
C 3.4045 2.6641 -4.1159 -0.104
C 2.7038 2.7762 -2.9431 -0.035
C 1.9156 1.7132 -2.4269 -0.388
O 1.2993 1.8820 -1.3120 -0.171
H -3.1089 -0.4561 0.5360 0.062
H -5.2435 -3.1473 1.2994 0.113
H -4.7490 -5.4381 0.5300 0.101
H -2.7640 -5.8727 -0.8728 0.095
H -1.2522 -3.9908 -1.4674 0.103
H 0.8055 -1.3330 -3.6356 0.127
H 2.4671 -0.4484 -5.0196 0.108
H 3.8747 1.4032 -5.7962 0.092
H 4.0077 3.4915 -4.4684 0.099
H 2.7501 3.6902 -2.3667 0.103
C 1.8599 1.4226 4.6367 -0.037
C 3.2451 1.3807 4.6028 -0.049
C 3.8748 1.1940 3.3849 -0.005
C 3.0999 1.0706 2.2297 -0.215
N 1.7673 1.1274 2.2683 0.080
C 1.1720 1.2859 3.4407 -0.163
C 3.7267 0.8471 0.9147 -0.225
C 4.9125 1.4914 0.5705 -0.008
C 5.5275 1.1812 -0.6293 -0.042
C 4.9351 0.2341 -1.4472 -0.035
C 3.7360 -0.3307 -1.0396 -0.126
N 3.1254 -0.0302 0.1002 0.110
H 1.3225 1.5690 5.5611 0.109
H 3.8199 1.4875 5.5108 0.111
H 4.9497 1.1214 3.3359 0.114
H 0.0928 1.3217 3.4185 0.040
H 5.3401 2.2279 1.2317 0.113
H 6.4548 1.6578 -0.9062 0.111
H 5.3888 -0.0704 -2.3767 0.112
H 3.2616 -1.0825 -1.6526 0.110
N -0.7967 -5.7916 4.4791 0.178
C -0.5574 -4.8704 3.8359 -0.176
C -0.2456 -3.7240 3.0746 -0.206
C 0.9278 -3.6558 2.3121 0.013
C 1.2317 -2.4723 1.6700 -0.100
N 0.4686 -1.3813 1.7357 0.048
C -0.6699 -1.4631 2.4280 -0.120
C -1.0762 -2.5965 3.1008 0.025
H 1.5870 -4.5083 2.2552 0.121
H 2.1418 -2.3683 1.0962 0.104
H -1.2751 -0.5678 2.4404 0.096
H -1.9998 -2.6141 3.6576 0.129
N -0.1531 3.9095 -0.2147 0.081
C -1.2395 3.1385 0.0565 -0.837
S -1.3316 2.4266 1.5565 0.744
N -2.1926 3.1227 -0.8939 0.088
C -3.4510 2.5161 -0.9385 -0.239
C -4.0645 2.4354 -2.1884 -0.029
C -5.3150 1.8645 -2.3193 -0.085
C -5.9741 1.3648 -1.2073 -0.087
C -5.3764 1.4656 0.0361 -0.081
C -4.1273 2.0428 0.1786 -0.066
H 0.6183 3.7714 0.4221 0.080
H 0.1314 4.0348 -1.1770 0.098
H -1.9150 3.5172 -1.7851 0.150
H -3.5543 2.8192 -3.0616 0.109
H -5.7801 1.8106 -3.2930 0.103
H -6.9485 0.9098 -1.3102 0.101
H -5.8826 1.0915 0.9118 0.109
H -3.6825 2.1209 1.1540 0.032